Entry 1:
Here is a structure of composition C6H28Ba2N2O6 at a distorted geometry from the OMol25 dataset. Energies are from ωB97M-V/def2-TZVPD.

Each line ends with the Mulliken charge.
Cartesian coordinates (Å):
1 N 12.806 25.593 1.507  -0.24
2 H 12.161 24.851 1.812  0.38
3 H 13.689 25.761 1.987  0.37
4 H 12.281 26.488 1.601  0.21
5 H 13.003 25.667 0.393  0.24
6 N 13.115 32.257 -0.277  -0.44
7 H 13.527 32.763 -1.081  0.40
8 H 12.100 32.385 -0.350  0.42
9 H 13.401 32.598 0.640  0.39
10 H 13.353 31.231 -0.379  0.23
11 Ba 14.107 29.009 2.647  1.84
12 Ba 11.103 28.202 -0.686  1.78
13 O 13.741 29.233 -0.121  -0.87
14 C 14.538 28.427 -1.014  -1.16
15 C 14.315 26.922 -1.031  0.73
16 O 13.025 26.338 -1.147  -1.00
17 H 15.590 28.579 -0.738  0.38
18 H 14.513 28.810 -2.041  0.32
19 H 14.775 26.483 -0.096  0.10
20 H 14.984 26.490 -1.781  -0.04
21 C 14.484 23.300 -2.787  -0.53
22 O 13.430 23.383 -1.810  -0.53
23 H 15.000 24.247 -2.994  0.17
24 H 15.253 22.627 -2.411  0.31
25 H 14.109 22.936 -3.741  0.29
26 H 13.304 24.304 -1.588  0.23
27 C 10.997 25.687 -4.840  -0.64
28 O 11.442 26.674 -3.847  -0.46
29 H 10.190 25.078 -4.446  0.32
30 H 10.739 26.194 -5.762  0.27
31 H 11.859 25.070 -5.096  0.26
32 H 11.777 26.103 -3.142  0.26
33 C 18.473 26.331 -1.234  -0.49
34 O 17.649 25.736 -2.243  -0.45
35 H 17.885 26.590 -0.344  0.12
36 H 19.324 25.698 -1.001  0.31
37 H 18.854 27.257 -1.675  0.26
38 H 16.738 25.752 -1.952  0.28
39 C 15.527 31.694 -4.396  -0.28
40 O 14.948 32.960 -4.548  -0.52
41 H 15.211 30.920 -5.111  0.27
42 H 16.607 31.687 -4.581  0.33
43 H 15.340 31.305 -3.386  -0.14
44 H 15.467 33.470 -5.177  0.34

## Properties
LUMO level = -15.34 eV
Frontier orbital gap = 3.1115 eV
Multiplicity = 1
HOMO level = -18.453 eV
Charge = +4

***

Entry 2:
Here is a cluster of 8 separate species, C6H28NO7 in total at a distorted geometry from the OMol25 dataset. Energies are from ωB97M-V/def2-TZVPD.

Each line ends with the Mulliken charge.
Cartesian coordinates (Å):
1 C 0.060 -0.629 -0.706  -0.36
2 C -1.279 -0.380 0.077  -0.15
3 C -2.339 -0.098 -0.958  0.50
4 C -2.880 1.115 -1.135  -0.55
5 C -2.362 2.376 -0.506  -1.09
6 C -3.051 -1.279 -1.586  -1.71
7 N 0.832 -1.772 -0.220  0.10
8 H 0.538 0.335 -0.612  -0.09
9 H -0.191 -0.759 -1.755  0.43
10 H -1.664 -1.256 0.600  0.50
11 H -1.111 0.445 0.758  0.17
12 H -3.718 1.155 -1.820  0.46
13 H -3.224 3.033 -0.352  0.42
14 H -1.954 2.272 0.499  0.22
15 H -1.628 2.878 -1.131  0.22
16 H -4.119 -1.099 -1.545  0.53
17 H -3.003 -2.254 -1.090  0.28
18 H -2.699 -1.426 -2.609  0.31
19 H 0.469 -2.737 -0.290  0.33
20 H 1.833 -1.824 -0.421  0.51
21 H 1.011 -1.555 0.773  0.10
22 H 2.286 0.696 -1.390  0.27
23 H 2.472 0.385 -2.847  0.30
24 O 2.654 0.024 -1.971  -0.59
25 H 1.634 -0.886 3.020  0.33
26 H 0.419 -0.104 3.007  0.30
27 O 0.733 -0.958 2.666  -0.67
28 H 1.702 2.760 -0.290  0.32
29 H 1.745 3.866 -1.411  0.30
30 O 1.179 3.353 -0.835  -0.57
31 H -0.894 -4.093 1.240  0.33
32 H -1.127 -4.432 -0.204  0.33
33 O -0.418 -4.182 0.404  -0.71
34 H 4.079 -2.167 0.711  0.27
35 H 3.473 -0.808 1.205  0.28
36 O 3.268 -1.679 0.865  -0.58
37 H 2.536 1.934 1.320  0.33
38 H 1.789 0.569 1.385  0.22
39 O 2.325 1.139 0.822  -0.61
40 H 0.038 2.995 2.800  0.30
41 H 0.169 2.706 1.336  0.29
42 O 0.414 2.342 2.199  -0.58

## Properties
Relative energy (zero: lowest compared OMol25 entry of this formula, charge and spin) = 187.4 kJ/mol
LUMO level = -2.74 eV
Frontier orbital gap = 8.9847 eV
Multiplicity = 1
HOMO level = -11.722 eV
Charge = +1

***

Entry 3:
Here is a cluster of 10 separate species, C6H28O9 in total at a distorted geometry from the OMol25 dataset. Energies are from ωB97M-V/def2-TZVPD.

Each line ends with the Mulliken charge.
Cartesian coordinates (Å):
1 C -3.010 -1.949 1.626  -0.48
2 C -2.255 -3.032 1.657  -0.82
3 C -2.825 -1.203 -0.710  -0.12
4 C -3.021 -0.917 0.572  0.86
5 C -2.868 0.476 1.139  -0.93
6 C -2.748 -0.190 -1.836  -1.75
7 H -3.467 -1.712 2.575  0.33
8 H -1.612 -3.308 0.819  0.07
9 H -2.123 -3.808 2.400  0.30
10 H -2.812 -2.196 -1.135  0.51
11 H -2.383 0.534 2.116  0.52
12 H -3.803 0.958 1.464  0.43
13 H -2.439 1.079 0.346  -0.37
14 H -3.173 -0.628 -2.735  0.45
15 H -1.779 0.288 -2.004  0.32
16 H -3.313 0.713 -1.564  0.34
17 H 2.192 -1.086 1.960  0.25
18 H 3.515 -1.602 1.536  0.33
19 O 3.127 -1.081 2.249  -0.64
20 H 2.458 1.010 -2.536  0.31
21 H 3.634 0.205 -2.450  0.34
22 O 2.758 0.144 -2.868  -0.69
23 H 2.020 1.632 1.824  0.36
24 H 2.782 2.895 2.467  0.26
25 O 2.458 2.487 1.662  -0.48
26 H 1.225 -3.328 0.560  0.23
27 H 0.669 -2.031 -0.319  0.20
28 O 1.278 -2.392 0.364  -0.42
29 H -1.000 2.745 0.137  0.10
30 H 0.155 3.225 0.788  0.28
31 O -0.646 3.611 0.423  -0.51
32 H 1.272 -1.116 -2.009  0.15
33 H 0.146 -1.922 -2.559  0.18
34 O 0.342 -1.268 -1.870  -0.22
35 H 0.939 3.685 -2.613  0.37
36 H 0.173 2.722 -1.676  0.28
37 O 0.636 2.779 -2.522  -0.76
38 H 1.223 0.168 0.171  0.11
39 H 0.169 0.320 1.194  0.02
40 O 1.107 0.361 1.120  -0.56
41 H 3.486 1.648 0.234  0.32
42 H 3.627 0.165 0.276  0.29
43 O 3.885 0.917 -0.274  -0.75

## Properties
LUMO level (alpha / beta) = 3.09 / 2.91 eV
Frontier orbital gap (alpha / beta) = 2.7842 / 8.9964 eV
<S²> = 0.7512
Multiplicity = 2
HOMO level (alpha / beta) = 0.305 / -6.090 eV
Charge = -1

***

Entry 4:
Here is a cluster of 8 separate species, C6H29N2O7 in total at a distorted geometry from the OMol25 dataset. Energies are from ωB97M-V/def2-TZVPD.

Each line ends with the Mulliken charge.
Cartesian coordinates (Å):
1 C -2.432 -1.640 1.312  -0.71
2 C -2.436 -1.074 -0.099  -0.85
3 C -1.889 0.361 -0.265  0.45
4 C -2.542 1.592 0.560  -0.24
5 C -1.595 2.850 0.504  -0.71
6 N -0.304 2.658 -0.002  0.10
7 C 0.634 2.011 0.773  0.14
8 N 1.689 1.446 0.187  0.08
9 H -2.980 -0.768 1.994  0.25
10 H -1.474 -1.690 1.718  0.34
11 H -2.770 -2.758 1.421  0.31
12 H -3.538 -0.980 -0.505  0.36
13 H -1.895 -1.640 -0.734  0.52
14 H -0.801 0.300 0.053  -0.35
15 H -1.855 0.378 -1.330  0.25
16 H -2.547 1.096 1.598  0.24
17 H -3.383 1.796 -0.040  0.35
18 H -2.071 3.613 -0.178  0.42
19 H -1.655 3.250 1.484  0.36
20 H -0.225 2.761 -0.989  0.35
21 H 0.532 1.621 1.930  0.32
22 H 1.718 1.319 -0.707  0.19
23 H 2.380 0.793 0.702  0.31
24 H -0.579 0.458 -2.928  0.34
25 H 0.384 1.718 -2.656  0.30
26 O -0.491 1.437 -2.598  -0.63
27 H 0.635 0.449 3.959  0.28
28 H -0.664 -0.042 3.552  0.29
29 O -0.092 0.725 3.509  -0.61
30 H 1.873 -2.241 -2.141  0.25
31 H 1.513 -2.295 -3.686  0.22
32 O 1.671 -1.871 -2.948  -0.50
33 H 3.571 -0.971 -0.247  0.32
34 H 3.466 -0.963 1.268  0.37
35 O 3.569 -0.344 0.480  -0.69
36 H -0.033 -1.479 1.305  -0.08
37 H 1.304 -0.871 0.722  0.09
38 O 0.811 -1.136 1.504  -0.49
39 H 3.219 0.227 -3.137  0.32
40 H 1.852 -0.253 -2.875  0.38
41 O 2.442 0.532 -2.675  -0.69
42 H 1.767 -3.269 0.815  0.29
43 H 1.806 -3.924 -0.539  0.29
44 O 1.414 -3.182 -0.069  -0.55

## Properties
Relative energy (zero: lowest compared OMol25 entry of this formula, charge and spin) = 284.7 kJ/mol
LUMO level (alpha / beta) = -7.92 / -12.40 eV
Frontier orbital gap (alpha / beta) = 9.4306 / 4.9241 eV
<S²> = 0.7768
Multiplicity = 2
HOMO level (alpha / beta) = -17.352 / -17.327 eV
Charge = +2

***

Entry 5:
Here is a cluster of 8 separate species, C6H29NO7 in total at a distorted geometry from the OMol25 dataset. Energies are from ωB97M-V/def2-TZVPD.

Each line ends with the Mulliken charge.
Cartesian coordinates (Å):
1 C -1.952 2.443 0.078  -0.75
2 C -1.898 1.215 1.004  -0.40
3 C -1.549 -0.119 0.307  -0.28
4 C -0.229 -0.091 -0.449  -0.29
5 N 0.835 -0.788 0.235  0.06
6 C 2.202 -0.684 -0.314  -0.20
7 C 3.182 -0.850 0.846  -1.43
8 H -2.569 2.248 -0.809  0.07
9 H -2.461 3.242 0.616  0.41
10 H -0.978 2.722 -0.330  0.11
11 H -1.036 1.410 1.658  -0.08
12 H -2.779 1.202 1.643  0.49
13 H -1.637 -0.932 1.032  0.26
14 H -2.395 -0.363 -0.341  0.06
15 H -0.032 0.932 -0.809  0.40
16 H -0.379 -0.512 -1.454  -0.07
17 H 0.816 -0.512 1.204  0.15
18 H 2.323 -1.563 -0.945  0.25
19 H 2.337 0.269 -0.801  0.38
20 H 4.162 -1.033 0.401  0.42
21 H 2.907 -1.711 1.458  0.32
22 H 3.236 -0.019 1.542  0.26
23 O -1.925 -3.743 0.990  -0.66
24 H -1.079 -3.915 0.527  0.37
25 H -1.643 -3.334 1.806  0.28
26 O -3.528 0.115 -2.773  -0.65
27 H -3.248 -0.484 -2.078  0.39
28 H -3.720 0.921 -2.292  0.31
29 O 1.690 2.327 1.252  -0.70
30 H 2.592 2.172 0.960  0.32
31 H 1.115 1.749 0.734  0.30
32 O 0.662 0.067 3.111  -0.58
33 H 1.237 0.399 3.803  0.27
34 H -0.203 0.411 3.332  0.27
35 O 0.407 -3.549 -0.538  -0.76
36 H 0.575 -2.876 0.142  0.37
37 H 0.254 -3.131 -1.361  0.31
38 O 0.569 -1.932 -3.376  -0.63
39 H 0.253 -1.087 -3.705  0.31
40 H 1.531 -1.887 -3.366  0.32
41 O 0.775 3.403 -1.194  -0.63
42 H 0.405 4.269 -1.415  0.29
43 H 1.176 3.601 -0.334  0.34

## Properties
Relative energy (zero: lowest compared OMol25 entry of this formula, charge and spin) = 35.9 kJ/mol
LUMO level = 0.29 eV
Frontier orbital gap = 9.2982 eV
Multiplicity = 1
HOMO level = -9.011 eV
SMILES string = CCCCNCC.O.O.O.O.O.O.O

***

Entry 6:
Here is the ion C6H2N2O6 with charge -2 at a distorted geometry from the OMol25 dataset. Energies are from ωB97M-V/def2-TZVPD.

Each line ends with the Mulliken charge.
Cartesian coordinates (Å):
1 C 0.131 0.701 -0.020  -0.10
2 C -0.370 -0.589 -0.051  -0.22
3 C -0.688 1.797 -0.152  -0.19
4 C -1.718 -0.827 -0.239  0.09
5 C -0.064 3.246 -0.114  0.42
6 C -2.201 -2.351 -0.213  0.35
7 N -2.092 1.546 -0.322  0.43
8 N -2.565 0.206 -0.387  0.53
9 O -0.815 4.215 -0.154  -0.67
10 O -1.345 -3.101 0.281  -0.73
11 O -2.963 2.423 -0.410  -0.67
12 O -3.797 0.122 -0.548  -0.70
13 O 1.176 3.217 -0.042  -0.74
14 O -3.303 -2.626 -0.673  -0.67
15 H 1.183 0.897 0.121  0.44
16 H 0.260 -1.457 0.094  0.42

## Properties
LUMO level (alpha / beta) = 6.25 / 6.25 eV
Frontier orbital gap (alpha / beta) = 7.7344 / 7.7366 eV
Multiplicity = 1
HOMO level (alpha / beta) = -1.480 / -1.483 eV
Charge = -2

***

Entry 7:
Here is the ion C6H2N5O5 with charge -1 at a distorted geometry from the OMol25 dataset. Energies are from ωB97M-V/def2-TZVPD.

Each line ends with the Mulliken charge.
Cartesian coordinates (Å):
1 N -0.588 0.089 0.835  -0.55
2 C 0.426 -0.176 1.381  0.72
3 O 1.523 -0.485 1.962  -0.46
4 C 2.057 -1.773 1.547  0.65
5 C 1.385 -2.251 0.301  -0.49
6 N 1.936 -1.637 -0.861  0.97
7 O 2.762 -0.700 -0.653  -0.66
8 O 1.629 -2.022 -2.011  -0.70
9 C 0.535 -3.350 0.270  -0.17
10 N 0.259 -4.097 1.351  -0.73
11 C 0.952 -3.856 2.451  0.69
12 N 0.749 -4.509 3.648  -0.56
13 O 1.501 -3.805 4.565  -0.19
14 N 2.208 -2.693 3.925  0.72
15 O 2.922 -1.975 4.602  -0.74
16 C 1.873 -2.783 2.613  -0.38
17 H 3.129 -1.629 1.383  0.44
18 H 0.040 -3.593 -0.679  0.44

## Properties
Relative energy (zero: lowest compared OMol25 entry of this formula, charge and spin) = 0.0 kJ/mol
LUMO level = 2.86 eV
Frontier orbital gap = 7.8259 eV
Multiplicity = 1
HOMO level = -4.969 eV
SMILES string = N#CO[C@@H]1C(=[N+]([O-])[O-])C=Nc2no[n+]([O-])c21
Charge = -1

***

Entry 8:
Here is a cluster of 9 separate species, C6H30N2O8 in total at a distorted geometry from the OMol25 dataset. Energies are from ωB97M-V/def2-TZVPD.

Each line ends with the Mulliken charge.
Cartesian coordinates (Å):
1 C -1.832 2.356 1.479  -1.53
2 C -1.578 1.060 0.711  0.39
3 C -2.129 1.092 -0.715  -0.75
4 C -2.202 -0.263 -1.380  0.39
5 C -2.824 -1.367 -1.030  -0.89
6 C -1.967 -0.194 -3.783  -0.06
7 N -1.444 -0.257 -2.631  0.31
8 N -0.138 0.674 0.800  0.16
9 H -1.397 3.205 0.944  0.33
10 H -2.917 2.481 1.530  0.45
11 H -1.537 2.442 2.522  0.36
12 H -2.151 0.338 1.298  0.10
13 H -3.114 1.560 -0.639  0.54
14 H -1.600 1.839 -1.312  0.20
15 H -3.301 -1.579 -0.091  0.31
16 H -2.807 -2.197 -1.728  0.30
17 H -1.356 -0.144 -4.676  0.27
18 H -3.044 -0.116 -3.861  0.30
19 H -0.407 -0.151 -2.548  0.18
20 H 0.337 1.004 1.649  0.37
21 H 0.472 0.970 0.033  0.14
22 H -0.046 -0.367 0.885  0.26
23 H 3.507 -1.528 -2.876  0.29
24 H 3.658 -0.101 -2.719  0.29
25 O 3.031 -0.788 -2.461  -0.61
26 H 1.360 1.315 -2.693  0.23
27 H 1.622 -0.054 -2.101  0.38
28 O 1.012 0.737 -2.021  -0.68
29 H 0.816 -2.474 0.404  0.24
30 H 1.444 -1.576 -0.672  0.23
31 O 0.628 -1.708 -0.172  -0.48
32 H 0.524 3.243 -1.151  0.24
33 H 1.566 4.298 -0.894  0.32
34 O 1.027 3.643 -0.434  -0.59
35 H 4.206 -0.004 1.681  0.29
36 H 3.772 1.475 1.618  0.30
37 O 3.445 0.573 1.584  -0.57
38 H 0.117 -3.649 3.441  0.32
39 H 0.074 -2.130 3.694  0.28
40 O 0.382 -2.802 3.078  -0.58
41 H -0.004 -4.463 1.093  0.29
42 H 1.552 -4.615 1.312  0.31
43 O 0.859 -4.419 0.677  -0.63
44 H 0.248 1.424 4.295  0.28
45 H 1.463 0.435 4.142  0.30
46 O 0.675 0.784 3.719  -0.61

## Properties
Relative energy (zero: lowest compared OMol25 entry of this formula, charge and spin) = 61.8 kJ/mol
LUMO level = -6.70 eV
Frontier orbital gap = 9.9259 eV
Multiplicity = 1
HOMO level = -16.625 eV
Charge = +2

***

Q: multiplicity of number 3 (C6H28O9)?
A: 2

***

Please write out number 4 again, unchanged.
Here is a cluster of 8 separate species, C6H29N2O7 in total at a distorted geometry from the OMol25 dataset. Energies are from ωB97M-V/def2-TZVPD.

Each line ends with the Mulliken charge.
Cartesian coordinates (Å):
1 C -2.432 -1.640 1.312  -0.71
2 C -2.436 -1.074 -0.099  -0.85
3 C -1.889 0.361 -0.265  0.45
4 C -2.542 1.592 0.560  -0.24
5 C -1.595 2.850 0.504  -0.71
6 N -0.304 2.658 -0.002  0.10
7 C 0.634 2.011 0.773  0.14
8 N 1.689 1.446 0.187  0.08
9 H -2.980 -0.768 1.994  0.25
10 H -1.474 -1.690 1.718  0.34
11 H -2.770 -2.758 1.421  0.31
12 H -3.538 -0.980 -0.505  0.36
13 H -1.895 -1.640 -0.734  0.52
14 H -0.801 0.300 0.053  -0.35
15 H -1.855 0.378 -1.330  0.25
16 H -2.547 1.096 1.598  0.24
17 H -3.383 1.796 -0.040  0.35
18 H -2.071 3.613 -0.178  0.42
19 H -1.655 3.250 1.484  0.36
20 H -0.225 2.761 -0.989  0.35
21 H 0.532 1.621 1.930  0.32
22 H 1.718 1.319 -0.707  0.19
23 H 2.380 0.793 0.702  0.31
24 H -0.579 0.458 -2.928  0.34
25 H 0.384 1.718 -2.656  0.30
26 O -0.491 1.437 -2.598  -0.63
27 H 0.635 0.449 3.959  0.28
28 H -0.664 -0.042 3.552  0.29
29 O -0.092 0.725 3.509  -0.61
30 H 1.873 -2.241 -2.141  0.25
31 H 1.513 -2.295 -3.686  0.22
32 O 1.671 -1.871 -2.948  -0.50
33 H 3.571 -0.971 -0.247  0.32
34 H 3.466 -0.963 1.268  0.37
35 O 3.569 -0.344 0.480  -0.69
36 H -0.033 -1.479 1.305  -0.08
37 H 1.304 -0.871 0.722  0.09
38 O 0.811 -1.136 1.504  -0.49
39 H 3.219 0.227 -3.137  0.32
40 H 1.852 -0.253 -2.875  0.38
41 O 2.442 0.532 -2.675  -0.69
42 H 1.767 -3.269 0.815  0.29
43 H 1.806 -3.924 -0.539  0.29
44 O 1.414 -3.182 -0.069  -0.55

## Properties
Relative energy (zero: lowest compared OMol25 entry of this formula, charge and spin) = 284.7 kJ/mol
LUMO level (alpha / beta) = -7.92 / -12.40 eV
Frontier orbital gap (alpha / beta) = 9.4306 / 4.9241 eV
<S²> = 0.7768
Multiplicity = 2
HOMO level (alpha / beta) = -17.352 / -17.327 eV
Charge = +2

***

Q: multiplicity of number 7 (C6H2N5O5)?
A: 1